Record 1
{"formula": "C27H33Cl2N5", "method": "wB97M-V/def2-TZVPD", "gap_ev": 6.83, "smiles": "CC[C@@H](C)c1cnc2cccc([C@@H](Cl)[C@H](C)Cl)c2n1.c1cc[nH]c1.c1cc[nH]c1.c1cc[nH]c1", "lumo_energy_ev": -1.2, "species": ["C", "C", "C", "C", "C", "C", "N", "C", "C", "C", "C", "C", "C", "Cl", "C", "C", "Cl", "C", "N", "H", "H", "H", "H", "H", "H", "H", "H", "H", "H", "H", "H", "H", "H", "H", "H", "H", "H", "C", "C", "C", "N", "C", "H", "H", "H", "H", "H", "C", "C", "C", "N", "C", "H", "H", "H", "H", "H", "C", "C", "C", "N", "C", "H", "H", "H", "H", "H"], "xyz": [[1.2563, 1.9772, 5.7761], [-0.3452, 1.9836, 5.4562], [-0.5590, 1.5872, 3.9129], [-2.0960, 1.6197, 3.4172], [0.4329, 2.4160, 2.9403], [0.6720, 3.9386, 3.1716], [1.5393, 4.7896, 2.4244], [2.1796, 4.0064, 1.3996], [3.2083, 4.7710, 0.4633], [3.9798, 4.1192, -0.7030], [3.7197, 2.5959, -0.9842], [2.6989, 1.7939, -0.0966], [2.4789, 0.2519, -0.5007], [2.6450, -0.9120, 0.9309], [1.1268, 0.0093, -1.3603], [-0.2104, -0.0703, -0.4716], [1.2820, -1.6345, -2.2311], [1.9452, 2.5051, 1.1059], [1.0529, 1.6852, 1.8847], [1.4124, 1.5479, 6.8329], [1.6376, 3.0535, 5.6873], [1.8265, 1.2987, 5.0285], [-0.8238, 2.9980, 5.6741], [-0.7962, 1.1660, 6.1187], [-0.2216, 0.4811, 3.8159], [-2.2310, 0.7926, 2.6162], [-2.3476, 2.6383, 2.9349], [-2.8024, 1.3599, 4.2867], [0.0874, 4.4321, 4.0375], [3.3764, 5.8908, 0.6425], [4.7121, 4.7289, -1.3335], [4.2501, 2.0646, -1.8406], [3.3455, -0.0289, -1.2172], [1.0098, 0.8317, -2.1640], [-0.8765, 0.8486, -0.6876], [-0.0426, -0.2636, 0.6401], [-0.8201, -0.9753, -0.8622], [5.4431, -4.3018, -2.7057], [6.5986, -3.4818, -2.6975], [6.3068, -2.3715, -1.9433], [5.0163, -2.4891, -1.5000], [4.4842, -3.6651, -1.9556], [5.3260, -5.2530, -3.2040], [7.5399, -3.6820, -3.1883], [6.9040, -1.5096, -1.6854], [4.5337, -1.8152, -0.9269], [3.4715, -3.9459, -1.7086], [-5.3780, 0.8179, -0.6329], [-4.7862, 0.0394, -1.6584], [-3.8874, -0.8101, -1.0609], [-3.9111, -0.5702, 0.2877], [-4.8215, 0.4175, 0.5573], [-6.1288, 1.5852, -0.7521], [-4.9951, 0.0939, -2.7169], [-3.2339, -1.5618, -1.4776], [-3.3477, -1.0462, 0.9740], [-4.9930, 0.7502, 1.5702], [-4.3293, -4.1282, -2.9957], [-3.9196, -4.5306, -4.2913], [-4.7015, -3.8549, -5.1960], [-5.5713, -3.0629, -4.4939], [-5.3475, -3.2194, -3.1523], [-3.9234, -4.4651, -2.0529], [-3.1386, -5.2359, -4.5350], [-4.7151, -3.8700, -6.2755], [-6.2667, -2.4588, -4.9013], [-5.9314, -2.6733, -2.4270]]}


Record 2
{"formula": "C3H7BrN", "method": "wB97M-V/def2-TZVPD", "charge": 1, "gap_ev": 10.41, "smiles": "C=C(Br)C[NH3+]", "relative_energy_kj_mol": 29.43, "lumo_energy_ev": -4.0, "species": ["C", "C", "Br", "C", "N", "H", "H", "H", "H", "H", "H", "H"], "xyz": [[0.4793, 2.0162, -0.1623], [0.6473, 0.7466, -0.0173], [2.4443, -0.2342, -0.0281], [-0.4633, -0.1881, 0.4139], [-0.5164, -1.5342, -0.3051], [1.1824, 2.6944, -0.3668], [-0.5529, 2.2788, 0.0362], [-0.5701, -0.4534, 1.4914], [-1.4101, 0.3183, 0.0192], [0.5172, -1.6294, -0.5701], [-1.2121, -1.6710, -0.9447], [-0.5455, -2.3441, 0.4338]]}


Record 3
{"formula": "C56H86Cl32INOS", "method": "wB97M-V/def2-TZVPD", "gap_ev": 7.72, "lumo_energy_ev": 0.1, "species": ["C", "C", "C", "C", "C", "C", "C", "C", "C", "C", "C", "O", "C", "C", "C", "C", "C", "C", "C", "I", "N", "C", "C", "C", "C", "C", "C", "S", "H", "H", "H", "H", "H", "H", "H", "H", "H", "H", "H", "H", "H", "H", "H", "H", "H", "H", "H", "H", "H", "H", "Cl", "C", "C", "Cl", "H", "H", "H", "H", "Cl", "C", "C", "Cl", "H", "H", "H", "H", "Cl", "C", "C", "Cl", "H", "H", "H", "H", "Cl", "C", "C", "Cl", "H", "H", "H", "H", "Cl", "C", "C", "Cl", "H", "H", "H", "H", "Cl", "C", "C", "Cl", "H", "H", "H", "H", "Cl", "C", "C", "Cl", "H", "H", "H", "H", "Cl", "C", "C", "Cl", "H", "H", "H", "H", "Cl", "C", "C", "Cl", "H", "H", "H", "H", "Cl", "C", "C", "Cl", "H", "H", "H", "H", "Cl", "C", "C", "Cl", "H", "H", "H", "H", "Cl", "C", "C", "Cl", "H", "H", "H", "H", "Cl", "C", "C", "Cl", "H", "H", "H", "H", "Cl", "C", "C", "Cl", "H", "H", "H", "H", "Cl", "C", "C", "Cl", "H", "H", "H", "H", "Cl", "C", "C", "Cl", "H", "H", "H", "H"], "xyz": [[2.0508, -0.3718, 0.9432], [2.0826, 0.5800, -0.3921], [1.1543, 0.0601, -1.6393], [-0.2862, -0.5952, -1.2091], [-1.1685, 0.3184, -0.1610], [-1.0226, 1.9685, -0.3042], [-1.8702, 2.8640, 0.7827], [-2.8322, 2.1622, 1.9575], [-2.9985, 0.5090, 2.1144], [-3.9263, -0.1196, 3.3111], [-5.4797, -0.4498, 2.8781], [-6.0293, -1.6530, 3.0869], [-6.3246, 0.8179, 2.1926], [-7.2207, 1.8441, 3.1409], [-7.9682, 3.0857, 2.3439], [-7.8337, 3.2958, 0.7048], [-6.9565, 2.2033, -0.1719], [-6.1874, 0.9459, 0.5499], [-2.1324, -0.3848, 1.0085], [-2.3340, -2.5939, 1.2310], [-3.5951, 3.0049, 2.9552], [-2.7334, 4.0473, 3.6316], [-2.7347, 4.1794, 5.2972], [-1.7870, 5.3133, 6.0143], [-0.8637, 6.3514, 5.1046], [-0.8335, 6.2481, 3.4486], [-1.7664, 5.0855, 2.7456], [-1.8244, 4.7730, 0.8609], [2.8127, -1.2858, 0.8506], [0.9849, -0.7295, 1.2731], [2.4653, 0.2930, 1.8430], [1.8257, 1.6979, -0.0681], [3.2095, 0.6290, -0.7799], [1.8149, -0.6832, -2.2931], [0.9469, 1.0011, -2.3243], [-0.0849, -1.6278, -0.6451], [-0.8929, -0.8239, -2.1866], [-0.3521, 2.4932, -1.1142], [-3.4344, -1.0886, 3.7940], [-3.9998, 0.6999, 4.1759], [-7.3031, 1.6740, 4.3195], [-8.6222, 3.8622, 2.9275], [-8.3490, 4.2025, 0.1358], [-6.8736, 2.3727, -1.3318], [-5.5636, 0.1715, -0.0902], [-4.3078, 3.5273, 2.3732], [-3.4123, 3.3910, 5.8600], [-1.7479, 5.4063, 7.1802], [-0.2064, 7.1912, 5.6373], [-0.1938, 6.9423, 2.7493], [-0.0064, 7.7300, 9.3523], [1.6526, 8.3684, 9.2467], [1.8583, 9.2328, 8.0134], [1.8110, 8.2801, 6.5082], [2.3445, 7.5202, 9.2642], [1.8209, 8.9627, 10.1497], [2.8415, 9.7112, 8.0536], [1.1002, 10.0191, 7.9414], [-3.8030, 5.0439, 11.0373], [-4.1052, 6.7372, 10.5766], [-4.6753, 6.8579, 9.1727], [-3.4840, 6.4187, 7.9224], [-3.1657, 7.2897, 10.6788], [-4.8171, 7.1404, 11.3030], [-4.9702, 7.8934, 8.9782], [-5.5568, 6.2226, 9.0398], [4.4419, 3.6504, -0.8129], [6.0278, 3.4057, -1.5849], [5.9162, 2.6553, -2.9021], [5.4343, 0.9555, -2.6696], [6.6734, 2.8793, -0.8747], [6.4521, 4.3992, -1.7577], [6.8868, 2.6423, -3.4068], [5.1902, 3.1252, -3.5732], [-4.8911, 0.7887, -4.7503], [-4.3249, -0.8739, -4.4566], [-4.3774, -1.2472, -2.9840], [-3.1771, -0.3505, -2.0191], [-3.3108, -0.9632, -4.8590], [-4.9782, -1.5368, -5.0318], [-4.1510, -2.3105, -2.8610], [-5.3668, -1.0584, -2.5555], [4.9091, -2.4051, -2.2935], [5.8449, -2.5250, -0.7832], [5.5465, -3.8067, -0.0224], [3.8961, -3.8220, 0.6495], [5.6290, -1.6382, -0.1788], [6.9022, -2.4961, -1.0630], [6.2330, -3.9060, 0.8237], [5.6619, -4.6894, -0.6593], [-8.1891, 6.1637, 4.2370], [-7.3359, 5.2777, 5.5247], [-7.8669, 5.6205, 6.9072], [-7.4716, 7.2911, 7.3849], [-6.2671, 5.4980, 5.4376], [-7.4804, 4.2119, 5.3245], [-7.4129, 4.9624, 7.6542], [-8.9534, 5.4995, 6.9629], [-8.2786, -2.3016, -1.8825], [-8.1116, -4.0253, -2.2973], [-6.6771, -4.5111, -2.1681], [-5.6122, -3.8030, -3.4091], [-8.4957, -4.1689, -3.3123], [-8.7557, -4.5802, -1.6087], [-6.6381, -5.5965, -2.3003], [-6.2580, -4.2730, -1.1853], [1.1738, -3.4513, -2.0379], [0.5200, -4.9311, -1.2938], [0.4274, -6.0801, -2.2848], [-0.8180, -5.7981, -3.5278], [-0.4572, -4.6911, -0.8628], [1.1955, -5.1989, -0.4760], [0.1500, -7.0007, -1.7628], [1.3815, -6.2516, -2.7931], [-12.2284, 6.7366, -1.7751], [-11.8669, 6.0798, -0.1599], [-10.7510, 6.8435, 0.5345], [-9.1714, 6.5880, -0.2497], [-11.6201, 5.0193, -0.2722], [-12.7884, 6.1541, 0.4252], [-10.6503, 6.4982, 1.5678], [-10.9504, 7.9196, 0.5535], [6.7308, 3.1325, 4.2532], [6.4286, 4.8259, 3.7925], [5.8584, 4.9466, 2.3885], [7.0498, 4.5073, 1.1382], [7.3681, 5.3783, 3.8947], [5.7167, 5.2291, 4.5189], [5.5635, 5.9821, 2.1940], [4.9770, 4.3113, 2.2556], [7.9365, -0.1049, 4.3582], [8.2980, -0.7617, 5.9735], [9.4140, 0.0020, 6.6679], [10.9936, -0.2535, 5.8837], [8.5448, -1.8223, 5.8612], [7.3766, -0.6874, 6.5586], [9.5147, -0.3434, 7.7012], [9.2146, 1.0781, 6.6869], [0.4308, -8.1835, -6.7551], [0.1286, -6.4901, -7.2158], [-0.4416, -6.3694, -8.6198], [0.7498, -6.8087, -9.8701], [1.0681, -5.9377, -7.1136], [-0.5833, -6.0869, -6.4894], [-0.7365, -5.3339, -8.8142], [-1.3230, -7.0047, -8.7527], [0.5414, -10.1468, -15.4344], [0.1686, -9.3224, -13.9007], [0.8789, -9.9604, -12.7178], [0.2417, -11.5823, -12.3450], [-0.9181, -9.3269, -13.7683], [0.4928, -8.2836, -14.0130], [0.7323, -9.3497, -11.8219], [1.9552, -10.0510, -12.8953], [0.0877, -6.1509, -12.6711], [-0.1846, -5.3825, -14.2543], [0.6343, -4.1133, -14.4255], [0.0730, -2.8010, -13.3586], [-1.2568, -5.1870, -14.3568], [0.1014, -6.1151, -15.0148], [0.5427, -3.7467, -15.4523], [1.6952, -4.2876, -14.2200], [8.6757, -3.4775, 0.4657], [10.2616, -3.7221, -0.3063], [10.1499, -4.4726, -1.6236], [9.6681, -6.1724, -1.3911], [10.9072, -4.2486, 0.4038], [10.6859, -2.7286, -0.4792], [11.1206, -4.4856, -2.1282], [9.4240, -4.0027, -2.2947], [10.0442, -6.1445, 3.5829], [10.3036, -7.6761, 2.7123], [11.7157, -7.7922, 2.1618], [12.0175, -6.6420, 0.8345], [9.5543, -7.7457, 1.9173], [10.1159, -8.4823, 3.4276], [11.8750, -8.7947, 1.7534], [12.4667, -7.6183, 2.9389]]}